This record from the OMol25 dataset describes a 2-piece molecular cluster, C7H13N2 overall in a non-equilibrium geometry. The level of theory is ωB97M-V/def2-TZVPD.

HOMO energy: -12.236 eV
orbital gap: 8.0 eV
total charge: +1
LUMO energy: -0.156 Ha
energy: -10442.22497 eV

Last column: natural (NBO) charge in e.
Atoms and positions in Å:
C  -0.660  -0.569  -0.116  -0.11
N  3.686  2.460  0.141  -1.10
H  -2.336  1.493  0.850  0.24
C  -2.632  0.458  1.099  -0.66
H  0.188  1.477  0.755  0.23
H  0.008  -1.611  -1.976  0.28
C  -2.526  -1.696  -0.351  -0.25
C  -0.260  -1.762  -0.882  -0.52
C  -1.957  -0.585  0.325  0.09
H  2.203  -0.424  -0.544  0.42
C  -1.559  -2.488  -0.906  -0.09
H  3.674  3.221  -0.565  0.39
C  0.500  0.508  0.243  0.26
H  2.452  1.149  0.075  0.47
H  -2.362  0.166  2.176  0.26
H  4.672  2.147  0.045  0.39
N  1.720  0.348  -0.126  -0.68
H  3.674  2.954  1.087  0.39
H  -3.735  0.261  1.018  0.25
H  0.720  -2.196  -0.503  0.25
H  -3.570  -1.913  -0.492  0.24
H  -1.899  -3.397  -1.354  0.24

---

This record from the OMol25 dataset describes C34H39CaN2O4 as an isolated structure in a non-equilibrium geometry. The level of theory is ωB97M-V/def2-TZVPD.

HOMO energy: -4.334 eV
orbital gap: 6.7 eV
total charge: -1
LUMO energy: 0.086 Ha
energy: -65502.72388 eV

Last column: Löwdin charge in e.
Atoms and positions in Å:
C  4.248  0.528  6.870  -0.10
O  0.641  0.084  -6.266  -0.16
H  1.858  2.887  6.254  0.12
H  -3.389  3.161  7.165  0.09
H  -2.847  4.161  4.926  0.10
C  2.043  -1.358  -1.253  -0.23
H  -2.422  1.349  2.028  0.08
H  -0.132  0.146  -3.011  0.09
C  -2.479  1.322  -0.214  -0.21
H  1.721  2.948  3.287  0.17
H  1.341  2.327  -2.510  0.12
H  -1.860  1.698  -3.388  0.08
H  1.938  -2.158  -6.984  0.09
C  2.422  1.951  6.158  -0.04
O  -0.161  -1.032  4.094  0.04
H  0.436  -2.395  -2.444  0.08
C  2.747  -0.213  5.112  0.00
H  -2.016  1.263  8.061  0.10
H  1.492  0.813  -8.963  0.11
C  -1.044  1.779  -4.104  -0.15
H  2.691  -0.685  -7.634  0.09
C  -0.680  -1.439  -7.677  -0.02
H  -0.154  3.709  -4.732  0.10
C  1.241  2.403  -3.618  -0.18
C  3.529  1.725  6.977  -0.09
H  4.382  -1.390  5.844  0.10
C  -2.468  -0.982  -0.389  -0.25
H  2.429  -0.971  4.388  0.12
H  -0.697  -1.857  -8.689  0.09
H  -2.751  0.307  -2.201  0.07
C  0.296  0.001  3.597  -0.44
C  -0.086  0.598  -4.015  -0.19
C  0.703  1.369  -6.992  -0.13
C  0.806  1.250  4.342  -0.29
H  3.834  2.484  7.697  0.10
H  -0.474  3.578  -3.015  0.10
C  1.374  -2.219  0.783  -0.22
H  1.367  -2.503  1.838  0.09
C  -1.145  2.877  4.609  -0.02
H  -0.441  -3.273  -0.017  0.09
H  1.840  -1.814  -8.746  0.09
N  0.379  0.250  2.259  0.06
C  0.918  1.491  2.018  -0.56
C  -2.550  0.231  -1.133  -0.24
C  1.847  -1.375  -7.742  -0.02
H  -0.671  -2.267  -6.957  0.09
C  0.582  0.714  -8.360  -0.07
C  2.019  0.972  5.236  -0.14
H  -0.128  2.017  -6.682  0.11
H  1.670  1.858  -6.828  0.12
C  -0.149  3.008  -3.883  -0.16
C  -0.375  1.831  5.125  -0.15
H  -1.486  1.818  -5.093  0.09
C  0.570  -0.599  -7.531  -0.59
O  1.122  1.936  0.864  -0.08
C  0.438  -2.656  -0.205  -0.24
H  -0.351  0.935  -8.889  0.11
C  -2.545  2.782  6.589  -0.11
C  -0.692  1.258  6.363  -0.03
C  -2.404  0.777  1.101  -0.21
H  -1.593  -0.849  -7.534  0.09
H  3.227  -0.963  0.621  0.09
H  5.107  0.336  7.510  0.09
H  -0.087  0.422  6.728  0.13
C  0.871  -2.152  -1.470  -0.25
C  -2.239  3.354  5.346  -0.08
H  -2.321  -1.344  1.827  0.10
H  -0.326  -0.206  -4.717  0.11
H  2.086  2.989  -4.016  0.12
N  1.174  2.080  3.230  0.13
C  2.356  -1.413  0.139  -0.22
C  -1.770  1.736  7.103  -0.08
H  -2.516  2.382  -0.465  0.08
H  -2.502  -1.987  -0.802  0.08
O  1.271  1.101  -4.248  -0.16
C  3.850  -0.443  5.945  -0.08
H  2.628  -0.854  -2.028  0.08
H  -0.898  3.306  3.634  0.11
C  -2.378  -0.641  0.994  -0.22
Ca  -0.047  -0.060  -0.080  1.32

---

This record from the OMol25 dataset describes C41H51CrINO5Se as an isolated structure in a non-equilibrium geometry. The level of theory is ωB97M-V/def2-TZVPD.

HOMO energy (spin up / spin down): -3.974 / -4.338 eV
orbital gap (spin up / spin down): 6.1 / 6.5 eV
total charge: -1
multiplicity: 5
LUMO energy (spin up / spin down): 0.079 / 0.078 Ha
energy: -156946.31839 eV

Last column: Löwdin charge in e.
Atoms and positions in Å:
H  -6.159  3.688  0.159  0.08
H  -4.256  -3.070  0.496  0.06
N  1.485  -0.484  -1.797  0.00
C  2.492  0.250  0.242  -0.16
H  -2.585  -0.168  -0.313  0.09
C  -1.743  -3.942  1.197  -0.04
C  -2.790  -4.260  3.400  -0.06
H  -6.241  -1.106  4.194  0.07
H  -4.307  -2.169  3.889  0.10
H  -4.606  0.594  0.885  0.10
Cr  -0.035  -0.718  -0.585  0.78
H  3.452  0.266  0.762  0.13
C  -3.678  -0.136  3.907  -0.18
C  -2.351  -2.180  -2.152  -0.59
O  -1.177  -1.271  0.791  -0.27
H  -4.888  4.452  2.169  0.08
C  -4.670  -0.197  0.148  -0.12
H  -5.038  -3.361  2.057  0.08
C  -4.718  0.266  4.950  -0.56
H  -4.882  7.182  -0.308  0.08
C  -1.934  3.960  -4.239  -0.06
C  -4.828  -2.231  -1.743  -0.04
C  2.663  -0.667  -3.862  -0.04
H  2.042  1.249  0.283  0.11
C  -2.234  2.823  -2.014  -0.08
H  -0.104  2.019  -3.795  0.08
C  -2.855  -3.417  2.114  -0.51
H  -2.723  4.684  -4.028  0.07
C  -4.488  -0.517  6.252  -0.05
H  -5.233  -0.230  7.000  0.08
H  -4.854  -3.024  -2.479  0.12
C  -6.125  -0.045  4.416  -0.07
H  2.625  -0.854  -4.926  0.11
C  -1.893  0.334  2.366  -0.39
H  -3.738  1.090  -3.568  0.09
C  -2.750  -1.925  2.481  -0.08
C  -5.880  -0.794  -0.155  -0.70
C  1.510  -0.741  -3.109  -0.07
H  -4.575  -1.592  6.082  0.07
Se  -0.622  1.606  1.647  1.15
H  -4.163  6.292  -1.657  0.07
I  -7.616  -0.142  0.855  0.84
H  -1.214  0.668  -3.564  0.07
C  2.643  -0.138  -1.199  -0.22
O  1.597  -0.690  0.851  -0.12
H  -2.834  -5.322  3.145  0.08
C  -1.679  2.502  0.310  -0.40
H  -5.402  2.007  6.028  0.08
C  -3.437  4.039  -0.221  -0.19
H  -3.576  5.637  2.023  0.08
H  0.555  -1.017  -3.537  0.12
H  -2.783  3.553  1.785  0.09
C  -3.199  3.707  -1.555  -0.01
H  1.223  -0.290  1.649  0.06
C  -2.652  3.394  0.722  -0.08
H  -1.795  -3.506  0.204  0.07
C  3.864  -0.355  -3.239  -0.05
H  -1.854  -4.069  3.929  0.09
C  -1.890  -0.987  1.842  -0.37
C  -3.539  2.062  -4.018  -0.04
H  -0.982  4.386  -3.914  0.09
H  -4.864  2.356  4.379  0.08
H  -6.316  0.513  3.498  0.02
H  -4.318  -4.711  1.159  0.09
H  -5.259  6.152  1.846  0.08
C  -4.492  5.086  0.128  -0.56
C  -1.371  2.192  -1.052  -0.39
C  -5.879  4.619  -0.338  -0.05
O  -0.372  1.420  -1.320  -0.19
H  -6.940  -2.243  -1.337  0.09
H  -3.495  -0.314  6.656  0.09
O  -1.260  -1.527  -1.986  -0.12
H  -0.757  -3.733  1.614  0.09
C  -2.765  0.750  3.358  -0.08
H  -1.896  3.809  -5.322  0.08
C  -3.616  -1.453  3.458  0.00
H  4.756  0.136  -1.340  0.11
C  -4.554  5.344  1.635  -0.07
H  4.788  -0.309  -3.798  0.11
C  -1.102  1.646  -4.025  -0.06
C  -4.655  1.761  5.270  -0.07
C  -4.203  -3.654  1.416  -0.02
O  -2.463  -3.205  -2.823  0.02
H  -3.159  6.758  -0.278  0.09
H  -6.886  0.232  5.153  0.08
H  -3.616  -4.048  4.080  0.07
H  -4.365  2.729  -3.764  0.07
H  -5.893  4.439  -1.415  0.07
H  -2.716  1.785  3.670  0.08
H  -3.675  2.043  5.660  0.08
H  -1.851  -5.027  1.097  0.08
H  -3.834  4.171  -2.304  0.09
H  -3.522  1.937  -5.105  0.08
H  -1.194  1.534  -5.112  0.08
C  -4.151  6.411  -0.573  -0.06
C  -3.595  -1.654  -1.451  -0.12
C  -5.980  -1.801  -1.104  -0.16
H  -6.634  5.378  -0.112  0.08
C  3.845  -0.102  -1.874  -0.01
C  -2.184  2.613  -3.539  -0.53
C  -3.534  -0.630  -0.517  -0.01